# 1
Below is 2 unconnected molecules or ions with the total composition C28H26N6O4, with properties calculated with ωB97M-V/def2-TZVPD.

Geometry as XYZ:
```
64
Properties=species:S:1:pos:R:3:mulliken_charge:R:1
N -4.06041 -0.96776 2.52388 -0.576
C -2.94652 -0.60761 2.47581 -0.368
C -1.60739 -0.07529 2.43141 0.536
C -0.43328 -0.84280 2.20535 0.752
C 0.79393 -0.17061 2.27565 -0.065
N 2.04758 -0.70963 2.58417 0.864
O 2.45821 -1.85262 2.75507 -0.657
O 2.87496 0.39770 2.89404 -0.212
N 2.18382 1.58155 2.81114 -0.485
C 0.92020 1.21697 2.46788 0.790
C -0.28404 2.00566 2.62569 -0.659
N -0.29953 3.42466 2.91143 0.908
O 0.74844 4.09542 2.87708 -0.548
O -1.41589 3.93347 3.18650 -0.587
C -1.50427 1.32522 2.64463 -0.460
H -0.40298 -1.91032 1.99198 0.546
H -2.41279 1.90499 2.83702 0.569
C -6.00117 -6.49244 4.13369 -1.414
C -4.85614 -5.98241 3.31441 0.939
C -3.88622 -5.14657 3.85840 -0.990
C -2.87468 -4.59187 3.02911 1.626
C -1.89563 -3.68208 3.45850 -2.215
C -2.91176 -4.90718 1.63536 0.055
N -1.99986 -4.21193 0.82525 0.653
C -0.77472 -3.79560 1.19790 -2.009
N -0.02164 -3.58524 0.08812 0.991
C 1.40591 -3.58334 0.03493 0.376
C 2.13178 -4.64828 0.59422 1.161
C 1.48736 -5.84116 1.22822 -1.302
C 3.52416 -4.61653 0.46615 -1.191
C 4.17154 -3.57082 -0.19728 0.769
C 5.65864 -3.61245 -0.34338 -1.528
C 3.42666 -2.51627 -0.72232 -1.293
C 2.03292 -2.52112 -0.63160 0.973
C 1.22741 -1.39214 -1.18090 -1.558
C -0.89837 -3.62799 -1.00693 -0.125
C -2.09980 -4.00584 -0.56069 -1.582
C -3.77216 -5.88458 1.12411 0.976
C -3.67993 -6.50493 -0.23664 -2.128
C -4.78074 -6.35704 1.96922 -1.066
H -6.58644 -7.20223 3.54206 0.323
H -5.65154 -6.99655 5.04065 0.334
H -6.67011 -5.67960 4.44172 0.294
H -3.91212 -4.86047 4.91284 0.392
H -0.36455 -3.92194 2.20110 1.392
H -1.95192 -2.66629 3.05990 0.156
H -1.37144 -3.80302 4.40685 0.270
H 2.27401 -6.46470 1.66845 0.457
H 0.79731 -5.60352 2.04388 0.183
H 0.96733 -6.46998 0.49268 0.316
H 4.11321 -5.43771 0.88452 0.367
H 5.99425 -2.67889 -0.79608 0.373
H 6.15551 -3.74588 0.62448 0.353
H 5.97464 -4.43983 -0.99072 0.323
H 3.94029 -1.68700 -1.21378 0.300
H 1.90624 -0.63274 -1.58857 0.415
H 0.54824 -1.71672 -1.97860 0.351
H 0.62401 -0.89835 -0.40580 0.223
H -0.56231 -3.44703 -2.00958 0.655
H -3.01117 -4.20173 -1.09002 0.617
H -4.16835 -7.48565 -0.16714 0.425
H -4.22053 -5.93972 -1.00832 0.386
H -2.66129 -6.68771 -0.59706 0.350
H -5.50450 -7.05493 1.55125 0.281
```

## Properties
Net charge: 0
ΔE to the lowest compared entry with this formula, charge and spin, eV: 0.0000



# 2
Below is 2 unconnected molecules or ions with the total composition C5H7NO, with properties calculated with ωB97M-V/def2-TZVPD.

Geometry as XYZ:
```
14
Properties=species:S:1:pos:R:3:mulliken_charge:R:1
O 1.81723 0.37478 2.69258 -0.125
C 1.64749 1.41414 2.26780 0.105
C 0.34211 0.93953 -1.09585 -0.012
C 0.05771 -0.49464 -1.26061 -0.095
C -0.13576 -1.18244 0.08258 -0.506
C -1.19815 -0.09302 0.35200 -0.299
N -1.04730 0.48945 -1.01728 -0.501
H 0.83079 1.30107 -0.19052 -0.036
H 0.55284 1.52281 -1.98806 0.244
H 0.16682 -0.99959 -2.21758 0.323
H 0.73693 -1.23512 0.74221 0.150
H -0.57661 -2.17804 -0.00718 0.259
H -0.98485 0.62508 1.15338 0.219
H -2.20927 -0.48400 0.48653 0.272
```

## Properties
Net charge: 0
ΔE to the lowest compared entry with this formula, charge and spin, eV: 2.6541



# 3
Below is a molecular structure, H18Na2O13S, with properties calculated with ωB97M-V/def2-TZVPD.

Geometry as XYZ:
```
34
Properties=species:S:1:pos:R:3:mulliken_charge:R:1
Na -5.33358 -2.34310 0.98542 0.900
Na -4.58762 -0.68052 4.41837 0.940
S -6.02573 0.38757 1.98747 1.226
O -5.48538 -0.02476 0.67101 -0.989
O -6.43351 -0.91449 2.59154 -0.995
O -4.96489 0.94597 2.85872 -1.058
O -7.14885 1.30072 1.87569 -0.673
O -7.53564 -0.68086 -1.39098 -0.572
H -7.35426 -1.58792 -1.65447 0.261
H -6.70706 -0.33452 -1.03791 0.314
O -7.46498 -2.69145 4.42590 -0.679
H -8.04215 -3.32704 3.99119 0.338
H -7.23152 -2.05869 3.72977 0.444
O -3.56719 0.08591 -1.24672 -0.654
H -4.41608 0.03179 -0.78025 0.514
H -3.79583 0.27190 -2.16249 0.337
O -9.17635 1.32217 3.86470 -0.665
H -9.78277 1.60013 3.17171 0.320
H -8.30815 1.36762 3.43741 0.318
O -2.65854 2.51881 3.39511 -0.607
H -3.50122 2.11154 3.13986 0.527
H -2.40482 2.10708 4.22430 0.234
O -9.31865 -1.71616 2.09294 -0.634
H -8.40495 -1.40793 2.07539 0.273
H -9.64943 -1.38952 2.93811 0.359
O -7.98166 2.56252 -0.51063 -0.642
H -7.69029 2.18201 0.33378 0.317
H -7.18657 2.61071 -1.04788 0.302
O -5.44451 2.35488 5.20163 -0.577
H -4.81291 2.01755 5.84284 0.278
H -5.38501 1.80355 4.39825 0.394
O -7.34893 4.13582 2.51710 -0.659
H -7.69319 4.48224 1.68756 0.309
H -7.21217 3.19642 2.33718 0.495
```

## Properties
Net charge: 0
ΔE to the lowest compared entry with this formula, charge and spin, eV: 0.5178



# 4
Below is a molecular structure, C22H24ClI2O2P2Tl, with properties calculated with ωB97M-V/def2-TZVPD.

Geometry as XYZ:
```
54
Properties=species:S:1:pos:R:3:mulliken_charge:R:1
I 1.78837 -3.56020 -3.18409 0.078
I -0.96681 -3.51566 -2.55134 0.110
Tl 0.79567 -0.58801 -2.12695 1.307
P -0.12810 0.57028 -4.35234 0.650
C -1.68930 0.82762 -5.25218 -1.155
C 0.77489 2.13618 -4.67789 -1.159
H 1.81047 -0.71489 -5.04667 0.376
H 0.80481 -0.21730 -6.45933 0.454
H 0.27810 -1.57726 -5.39127 0.320
C 0.78972 -0.60992 -5.43632 -1.165
H 1.77096 2.08784 -4.21821 0.339
H 0.86175 2.27642 -5.76432 0.443
H -1.44945 1.09878 -6.28827 0.443
H -2.24659 1.63727 -4.76675 0.408
H 0.21105 2.97170 -4.24079 0.395
H -2.26433 -0.10366 -5.22814 0.369
C -2.80858 -0.07494 -2.36891 0.073
O -3.70584 -0.16318 -1.67180 -0.118
Cl 3.15065 0.13115 -2.51203 -0.361
O -0.00830 0.96259 0.01793 -0.782
P 0.04128 0.30871 1.37765 1.737
C -1.41065 -0.74543 1.61534 0.829
C -2.43996 -0.41220 2.50780 -0.351
C -3.58794 -1.20956 2.58073 -0.708
C -3.74236 -2.33016 1.75463 -0.707
C -2.71757 -2.63894 0.85757 -0.507
C -1.56857 -1.86051 0.79257 0.904
C 1.61160 -0.56311 1.60006 0.605
C 1.85491 -1.76925 0.92247 -0.260
C 3.12590 -2.34801 0.91360 -1.012
C 4.14766 -1.82747 1.71652 -0.628
C 3.88605 -0.67649 2.47088 -0.702
C 2.64256 -0.03337 2.38389 -0.246
C -0.01364 1.51699 2.71849 -0.342
C 0.05548 1.10967 4.05945 0.131
C -0.03091 2.05876 5.08136 -0.837
C -0.18383 3.41729 4.77510 -0.452
C -0.25199 3.82406 3.43684 -0.592
C -0.16993 2.87717 2.41135 -0.651
H -2.35466 0.48630 3.12011 0.388
H -4.37129 -0.95507 3.29397 0.418
H -4.61706 -2.98122 1.84551 0.415
H -2.79628 -3.48664 0.18096 0.325
H -0.81540 -2.11642 0.04364 -1.104
H 1.05803 -2.25784 0.37188 0.580
H 3.30394 -3.20794 0.27108 0.414
H 5.10085 -2.35747 1.80948 0.415
H 4.64922 -0.28644 3.14914 0.417
H 2.47369 0.88799 2.93352 0.419
H 0.17907 0.05537 4.30089 0.493
H 0.02092 1.73150 6.11653 0.428
H -0.25839 4.16522 5.56911 0.413
H -0.37141 4.87542 3.17504 0.414
H -0.21847 3.17432 1.36247 0.328
```

## Properties
Net charge: +2
ΔE to the lowest compared entry with this formula, charge and spin, eV: 0.0000



# 5
Below is a molecular structure, C22H52N7O8Zr, with properties calculated with ωB97M-V/def2-TZVPD.

Geometry as XYZ:
```
90
Properties=species:S:1:pos:R:3:mulliken_charge:R:1
Zr -2.93306 -0.91435 0.90334 2.275
C 0.36573 -0.65719 -0.25691 0.956
O -0.80296 -1.24239 0.25683 -0.317
H 1.27678 -1.17142 0.04912 -0.275
H 0.33361 -0.62156 -1.34586 -0.257
H 0.42873 0.41759 -0.08665 -0.294
C -2.76142 0.01014 -2.28950 0.250
O -3.14896 -0.31035 -1.19687 -0.754
N -3.44873 0.93604 -3.03298 0.168
C -3.23935 1.12631 -4.42413 -0.796
C -4.59673 1.77641 -2.58589 -0.803
H -1.88866 -0.38213 -2.83412 0.337
H -2.81130 2.08104 -4.72971 0.317
H -4.13365 0.84936 -4.98237 0.369
H -2.53228 0.35183 -4.72134 0.200
H -4.73469 1.62973 -1.51465 0.211
H -4.30092 2.80893 -2.77158 0.324
H -5.46215 1.55620 -3.21092 0.356
C 1.69727 -0.32273 3.28529 0.980
O 0.45217 -0.19669 3.34394 -0.751
N 2.61660 0.02950 4.18090 0.078
C 4.06879 0.04466 3.88184 -0.629
C 2.22031 0.60031 5.45521 -0.970
H 2.18411 -0.70980 2.37680 -0.327
H 4.43266 1.07213 3.88059 0.330
H 4.18831 -0.38349 2.88660 0.057
H 4.51047 -0.62178 4.62270 0.358
H 1.19045 0.40229 5.75233 0.261
H 2.77173 0.07494 6.23496 0.387
H 2.41503 1.67136 5.51045 0.336
C 0.64475 5.39499 -1.67869 0.164
O 0.21265 6.50797 -2.00134 -0.282
N 0.04320 4.21532 -2.09943 0.436
C 0.54227 2.86265 -1.78118 -0.272
C -1.14203 4.20483 -2.89407 -0.800
H 1.59982 5.21758 -1.16046 0.397
H 0.10637 2.47782 -0.85923 -0.172
H 1.59086 2.87487 -1.48385 0.445
H 0.43430 2.09599 -2.54844 -0.108
H -1.49584 5.18713 -3.20714 0.383
H -1.00299 3.59711 -3.78819 0.359
H -2.04272 4.00134 -2.31489 0.257
C 3.28602 -4.20359 -0.85015 0.112
O 4.04622 -4.19255 -1.79688 -0.541
N 3.23924 -3.32363 0.15517 0.166
C 2.46440 -3.69141 1.36151 -0.761
C 4.03170 -2.07071 0.14819 -0.751
H 2.61147 -5.03546 -0.59486 0.308
H 2.06639 -4.70261 1.44622 0.431
H 1.62024 -3.02886 1.55259 0.009
H 3.19469 -3.54884 2.15803 0.346
H 4.13178 -1.84691 -0.91388 0.258
H 3.50987 -1.24389 0.63003 0.116
H 5.01018 -2.07562 0.62843 0.302
C -2.27981 2.45260 0.80756 0.070
O -2.14769 1.22633 0.79118 -0.301
N -1.45333 3.31590 1.42912 0.172
C -1.78344 4.67512 1.55602 -0.927
C -0.20398 2.89295 2.10616 -0.958
H -3.13793 3.00579 0.39547 0.338
H -1.80370 4.96817 2.60569 0.389
H -2.71591 4.86313 1.02381 0.283
H -0.95359 5.19004 1.07195 0.414
H 0.15934 3.73651 2.69310 0.448
H -0.26392 2.00098 2.72979 0.362
H 0.58153 2.75054 1.36401 0.302
C 1.57453 0.73646 -4.56328 -0.057
O 0.97361 1.60259 -5.15916 -0.581
N 1.29104 -0.60179 -4.72314 0.210
C 1.77812 -1.59600 -3.82506 -1.061
C 0.30174 -1.11141 -5.69422 -1.059
H 2.28575 0.90463 -3.73982 0.478
H 2.62048 -1.32938 -3.18674 0.371
H 1.91116 -2.55844 -4.31915 0.444
H 1.06153 -1.89420 -3.05977 0.277
H -0.32707 -0.30757 -6.07703 0.321
H 0.75324 -1.60696 -6.55369 0.353
H -0.40801 -1.78420 -5.21287 0.380
C -1.44334 -2.96441 3.38305 0.040
O -2.02814 -2.25848 2.52018 -0.744
N -1.93851 -4.13008 3.80288 0.154
C -1.51076 -4.77696 5.04674 -0.949
C -3.11249 -4.72266 3.11918 -0.892
H -0.59014 -2.59508 3.97285 0.449
H -1.74955 -4.20336 5.94231 0.354
H -0.44017 -4.97510 4.99490 0.402
H -1.86586 -5.80480 5.12114 0.351
H -3.93780 -4.69335 3.83059 0.401
H -3.52806 -4.27963 2.21413 0.203
H -2.72921 -5.70604 2.84686 0.383
```

## Properties
Spin multiplicity: 2
Net charge: +4
Total energy, eV: -51704.267
<S²>: 0.787



no.,molar mass (g mol⁻¹)
1,510.55
2,97.12
3,304.18
4,876.02
5,633.92